103
Properties=species:S:1:pos:R:3:forces:R:3 method="wB97M-V/def2-TZVPD" e_above_lowest_kcal_mol=0.0 e_lumo_ev=-1.99 e_tot_ev=-173507.384 total_charge=+1 gap_ev=8.36
Ca 0.411787 -1.450095 1.069424 -0.624 -1.329 -1.436
N 2.616887 0.436405 -0.153776 0.302 0.122 -0.051
P 2.917687 -1.257695 -0.106776 1.067 0.465 -1.231
C 3.114287 -1.563295 -1.908676 -0.007 -0.316 0.417
C 4.180987 -1.081395 -2.659876 -0.013 -0.058 -0.013
C 4.198287 -1.276395 -4.029076 0.123 0.075 0.003
C 3.153787 -1.935895 -4.656876 -0.034 -0.071 0.028
C 2.090487 -2.416695 -3.912676 -0.056 -0.019 -0.148
C 2.073687 -2.230695 -2.543476 0.090 -0.029 0.236
C 4.644587 -1.261395 0.449124 -0.162 -0.261 0.258
C 5.528187 -2.220495 -0.039476 -0.148 0.002 -0.025
C 6.833587 -2.258795 0.411724 0.045 -0.059 0.041
C 7.253787 -1.360495 1.378924 0.033 0.038 0.001
C 6.364087 -0.436995 1.905024 0.128 0.021 0.054
C 5.059587 -0.385295 1.446124 -0.114 0.015 -0.037
P 0.985687 0.831905 -0.390776 0.625 1.264 -1.287
C 1.024987 2.628105 -0.104476 -0.226 -0.035 0.298
C 1.896187 3.190005 0.822324 0.010 -0.120 -0.151
C 1.843387 4.547705 1.086224 0.076 0.110 -0.057
C 0.923187 5.349905 0.431424 0.088 -0.016 0.076
C 0.044687 4.792705 -0.482876 -0.161 0.029 -0.001
C 0.083687 3.435205 -0.738776 0.027 -0.096 -0.084
C 0.804687 0.841705 -2.223576 -0.376 -0.191 0.294
C 1.815187 1.225705 -3.099276 -0.040 0.054 0.083
C 1.630187 1.109305 -4.465276 0.102 0.086 0.067
C 0.427487 0.645705 -4.972276 -0.201 0.016 0.054
C -0.600813 0.309505 -4.106876 -0.087 -0.037 -0.114
C -0.406313 0.393605 -2.739376 0.075 0.043 0.233
H 3.286687 0.972205 -0.710876 -0.082 -0.052 0.256
H 5.003787 -0.567295 -2.176676 0.005 -0.005 -0.003
H 5.032687 -0.914195 -4.608676 0.102 0.063 -0.097
H 3.169987 -2.079195 -5.725476 0.021 -0.029 -0.143
H 1.283187 -2.942695 -4.396276 -0.127 -0.047 -0.091
H 1.255387 -2.613995 -1.940776 -0.046 -0.055 -0.092
H 5.185787 -2.926995 -0.782176 0.064 -0.067 -0.096
H 7.521787 -2.992095 0.018824 0.046 -0.055 -0.051
H 8.276987 -1.383595 1.721524 0.082 -0.006 0.079
H 6.692687 0.235005 2.683824 -0.002 0.101 0.035
H 4.348187 0.314005 1.862324 -0.001 0.072 0.045
H 2.595687 2.553005 1.343424 0.114 -0.007 0.073
H 2.514887 4.981905 1.811124 0.088 0.031 0.077
H 0.887887 6.407205 0.637424 0.002 0.156 0.032
H -0.677513 5.415805 -0.990476 -0.039 0.042 -0.040
H -0.602313 2.999205 -1.453876 -0.034 0.018 -0.066
H 2.753487 1.622105 -2.731276 0.039 -0.044 0.049
H 2.430687 1.380805 -5.136876 0.064 0.047 -0.064
H 0.287987 0.563605 -6.038876 -0.022 -0.022 -0.119
H -1.552813 -0.027595 -4.485876 -0.105 -0.052 -0.123
H -1.196313 0.122105 -2.045176 -0.068 -0.073 -0.109
C -4.604213 3.047605 -3.219776 -0.033 0.090 -0.007
C -5.086113 2.431205 -1.945176 -0.007 -0.065 0.003
C -4.277413 2.361905 -0.819276 -0.106 -0.074 -0.036
C -4.738313 1.819505 0.367824 -0.170 0.108 0.100
C -6.035213 1.320705 0.443924 0.206 0.308 -0.287
N -6.581913 0.774305 1.617424 -0.493 -0.017 -0.104
C -5.958613 0.214905 2.692824 0.152 -0.191 0.066
O -6.460513 0.182605 3.791624 -0.114 0.058 0.224
N -4.694813 -0.332895 2.488924 0.133 0.165 0.538
C -4.095313 -0.896895 1.383324 0.295 -0.412 -0.619
C -4.745813 -1.357595 0.237124 0.231 -0.004 0.253
C -3.973313 -1.906095 -0.772976 0.221 0.056 0.067
C -2.596113 -1.972595 -0.630076 -0.161 -0.155 -0.335
N -1.969413 -1.551495 0.465624 -0.083 -0.050 -0.167
C -2.704713 -1.049195 1.439024 -0.719 0.282 0.371
C -6.858413 1.403005 -0.675776 0.083 -0.057 0.191
C -6.387813 1.952005 -1.849676 0.105 0.031 0.069
H -3.520513 3.115805 -3.242076 0.120 0.009 -0.054
H -5.009813 4.053505 -3.316576 0.022 0.118 -0.094
H -4.941713 2.474305 -4.079576 0.027 -0.031 -0.116
H -3.273013 2.758705 -0.857976 0.136 0.033 -0.022
H -4.094213 1.815505 1.235024 -0.012 -0.024 0.056
H -7.551213 1.007305 1.798124 0.221 -0.087 0.109
H -4.163713 -0.402195 3.349324 -0.274 -0.015 -0.089
H -5.817113 -1.306295 0.134424 -0.113 0.037 0.040
H -4.440013 -2.283195 -1.668476 -0.035 -0.022 -0.109
H -1.967613 -2.385495 -1.407476 -0.024 -0.044 -0.120
H -2.183213 -0.733095 2.328624 0.001 0.113 0.072
H -7.874113 1.041105 -0.609876 -0.114 -0.078 -0.023
H -7.044313 2.016005 -2.702976 -0.094 -0.001 -0.154
Br 1.209587 5.553205 5.559624 -0.072 -0.264 -0.085
C 1.085187 3.819405 4.780524 0.099 0.228 0.026
C 1.969387 2.832505 5.186524 0.000 0.108 0.065
C 1.937587 1.598805 4.561424 -0.058 -0.104 -0.214
C 0.995587 1.346105 3.572824 -0.059 0.087 -0.059
C 0.094287 2.338505 3.199624 -0.036 -0.223 0.197
C 0.145787 3.586405 3.788924 0.003 0.094 0.152
C 0.895487 0.009005 2.905924 0.433 1.570 1.683
O 1.906187 -0.579995 2.490324 1.064 -0.187 0.266
O -0.257113 -0.459895 2.760324 -1.471 0.396 1.210
H 2.663987 3.023605 5.989524 0.103 0.055 0.004
H 2.632887 0.822705 4.845924 0.062 -0.058 0.043
H -0.637913 2.123805 2.432524 -0.056 0.033 0.004
H -0.530813 4.372705 3.492724 -0.047 0.051 -0.063
N 0.273287 -8.292895 1.082924 -0.074 -0.084 0.183
C 0.054387 -7.042195 1.503924 -0.260 0.145 0.411
N -0.535413 -6.843195 2.696124 0.056 -0.080 -0.050
N 0.417187 -6.064295 0.718124 0.419 -0.989 -0.780
C 0.339387 -4.807595 0.895224 -0.105 0.379 0.068
N 0.328887 -3.647695 0.904224 -0.086 -1.071 0.118
H 0.044387 -9.096395 1.641824 0.005 0.070 -0.050
H 0.715987 -8.427695 0.191924 0.030 0.043 -0.022
H -0.806713 -7.598595 3.301724 0.020 0.043 -0.045
H -0.705713 -5.900395 3.000624 -0.010 -0.040 0.058